Record 1
{
  "formula": "C8H14O5",
  "method": "ωB97M-V/def2-TZVPD",
  "symbols": ["C", "O", "C", "C", "O", "C", "O", "C", "C", "O", "C", "C", "O", "H", "H", "H", "H", "H", "H", "H", "H", "H", "H", "H", "H", "H", "H"],
  "coordinates": [[2.0335, -2.3719, 0.9148], [2.5939, -1.5880, -0.1292], [1.6035, -1.1606, -1.0314], [1.7487, 0.3158, -1.4326], [2.2410, 1.1884, -0.4193], [1.5509, 1.1919, 0.7660], [2.0455, 0.7605, 1.7082], [0.1883, 1.8491, 0.8788], [-0.8873, 1.3732, -0.0815], [-2.1353, 1.5425, 0.6026], [-3.1848, 0.9848, -0.0878], [-3.3921, -0.4823, 0.1532], [-3.8579, 1.6313, -0.7585], [1.6603, -3.3261, 0.5513], [1.2627, -1.8190, 1.4394], [2.8299, -2.5200, 1.6291], [0.5827, -1.3486, -0.6971], [1.7268, -1.7359, -1.9505], [2.4763, 0.3590, -2.2285], [0.8208, 0.6755, -1.8706], [0.3098, 2.9237, 0.8536], [-0.1666, 1.6254, 1.8708], [-0.9398, 2.0242, -0.9511], [-0.7483, 0.3566, -0.4313], [-4.3147, -0.7972, -0.2988], [-3.5110, -0.6214, 1.2196], [-2.5367, -1.0307, -0.2193]],
  "forces_ev_per_a": [[0.657, 0.396, 0.032], [-0.684, 0.065, 0.121], [0.229, 0.204, -0.476], [0.504, -0.216, -0.249], [-0.500, -0.025, -0.378], [-1.839, 1.463, -2.874], [2.308, -1.765, 4.078], [-0.056, -0.351, -0.431], [-0.255, 1.149, -0.050], [0.481, -0.445, 0.271], [1.849, -2.258, 2.073], [-0.016, 0.388, 0.418], [-2.698, 2.660, -2.677], [-0.107, -0.170, -0.060], [-0.396, 0.084, 0.031], [0.225, -0.278, 0.137], [-0.025, -0.143, 0.505], [-0.214, -0.050, -0.262], [0.391, 0.246, -0.087], [-0.257, 0.044, 0.024], [0.019, 0.325, -0.308], [0.013, -0.206, 0.384], [0.187, -0.045, -0.356], [-0.049, -0.349, 0.234], [-0.169, -0.161, -0.490], [0.316, -0.216, 0.324], [0.083, -0.344, 0.064]],
  "nbo_charge": [-0.246, -0.529, -0.097, -0.090, -0.529, 0.809, -0.514, -0.543, -0.069, -0.555, 0.812, -0.732, -0.516, 0.165, 0.170, 0.202, 0.157, 0.186, 0.201, 0.169, 0.243, 0.249, 0.188, 0.167, 0.237, 0.240, 0.226],
  "multiplicity": 1,
  "smiles": "COCCOC(=O)CCOC(C)=O",
  "total_energy_ev": -18758.6798,
  "orbital_gap_ev": 10.592
}


Record 2
{
  "formula": "C8H14OPPd",
  "method": "ωB97M-V/def2-TZVPD",
  "symbols": ["C", "C", "C", "C", "C", "Pd", "P", "H", "H", "H", "H", "H", "H", "H", "H", "C", "C", "C", "O", "H", "H", "H", "H", "H", "H"],
  "coordinates": [[1.2240, 0.8265, -0.3707], [2.0271, 1.8721, 0.3464], [1.2144, 3.1074, 0.4569], [-0.0171, 2.8144, -0.1840], [-0.0658, 1.4566, -0.6867], [-0.4195, -1.5848, -0.1035], [1.0195, -3.2538, -0.3894], [1.7035, -0.0714, -0.8664], [2.9617, 1.6622, 0.8665], [1.4146, 4.0225, 1.0500], [-0.8517, 0.8990, -1.2915], [-0.9033, 3.4094, -0.2059], [1.0267, -4.3388, 0.5026], [2.3923, -3.1965, -0.7685], [0.6110, -3.9789, -1.5136], [-4.3518, -0.8021, 0.7648], [-2.8883, -1.0404, 0.8792], [-2.3285, -2.0943, 1.7677], [-2.1644, -0.2716, 0.2013], [-4.9179, -1.3819, 1.4494], [-4.7172, -1.1163, -0.1967], [-4.6702, 0.2158, 0.9390], [-1.8390, -2.8181, 1.1311], [-1.6376, -1.6916, 2.4995], [-3.1223, -2.5805, 2.2818]],
  "forces_ev_per_a": [[0.811, 1.875, 0.254], [-2.231, 0.322, -0.136], [0.968, -3.059, -0.114], [-0.549, -2.489, -0.749], [1.191, 0.435, -0.257], [0.085, 1.349, 0.284], [-0.169, 0.675, -0.401], [-0.782, 1.170, 0.591], [-0.103, 0.238, -0.316], [0.103, -0.779, -0.615], [0.975, 1.346, 1.014], [-0.259, 0.623, -0.015], [0.275, -0.095, 0.059], [-0.207, -0.151, 0.313], [0.060, -0.337, -0.192], [0.189, -0.367, 0.256], [-2.864, -0.760, 2.216], [-0.581, 1.066, -0.463], [3.202, 0.658, -2.089], [-0.510, -0.774, 0.960], [-0.325, 0.068, -1.055], [0.120, 0.688, -0.152], [0.707, -1.094, -0.146], [0.553, 0.020, 0.237], [-0.663, -0.627, 0.516]],
  "nbo_charge": [-0.345, -0.379, -0.285, -0.357, -0.278, 0.326, 0.132, 0.199, 0.183, 0.192, 0.222, 0.189, -0.017, -0.012, -0.024, -0.662, 0.257, -0.694, -0.752, 0.181, 0.173, 0.189, 0.159, 0.197, 0.206],
  "multiplicity": 3,
  "total_energy_ev": -23334.5502,
  "orbital_gap_ev": [4.256, 4.944],
  "total_charge": -1
}


Record 3
{
  "formula": "C8H14OPPt",
  "method": "ωB97M-V/def2-TZVPD",
  "symbols": ["C", "C", "C", "C", "C", "Pt", "P", "H", "H", "H", "H", "H", "H", "H", "H", "C", "C", "C", "O", "H", "H", "H", "H", "H", "H"],
  "coordinates": [[0.2251, -2.6098, -1.6597], [1.4878, -2.3408, -2.2305], [1.5387, -0.9709, -2.6762], [0.2944, -0.3812, -2.4849], [-0.6166, -1.3322, -1.8115], [-0.5867, -1.2866, 0.3664], [-0.4567, -1.6982, 2.5040], [-0.2455, -3.5728, -1.4627], [2.3055, -3.0433, -2.3626], [2.3901, -0.4875, -3.1045], [-1.6925, -1.3464, -2.0133], [-0.0610, 0.5700, -2.8207], [0.5838, -0.8615, 2.9708], [0.0580, -2.9189, 3.0480], [-1.5095, -1.3969, 3.4466], [0.4465, 2.0476, 1.9625], [-0.3542, 1.8133, 0.7228], [-1.1672, 2.9729, 0.2477], [-0.4222, 0.6916, 0.1021], [0.3454, 3.0829, 2.3149], [1.5079, 1.8652, 1.7959], [0.1022, 1.3956, 2.7633], [-0.8926, 3.2764, -0.7619], [-2.2226, 2.6899, 0.2255], [-1.0581, 3.8414, 0.9183]],
  "forces_ev_per_a": [[-2.241, 2.053, -1.530], [0.927, 1.914, -0.529], [0.308, -2.612, 0.739], [-2.123, -1.275, 1.172], [1.704, -1.235, -0.264], [-0.385, 0.375, -2.001], [0.520, -0.198, 2.840], [0.470, 0.178, 0.195], [-0.182, 0.129, 0.271], [0.332, 0.072, -0.211], [0.374, -0.064, -0.006], [0.186, 0.438, -0.127], [-0.305, -0.159, 0.269], [-0.440, 0.397, -0.350], [0.626, -0.228, -0.648], [0.393, -0.388, -0.010], [-0.189, 3.850, 1.742], [-0.582, -0.058, -0.137], [0.558, -2.178, -0.925], [-0.072, -0.417, -0.303], [0.241, -0.152, 0.135], [0.067, -0.178, 0.345], [0.020, 0.097, -0.211], [-0.218, 0.170, -0.112], [0.012, -0.530, -0.345]],
  "nbo_charge": [-0.065, -0.210, -0.178, 0.018, -0.536, 0.645, 0.116, 0.252, 0.252, 0.248, 0.275, 0.239, 0.038, 0.059, 0.069, -0.650, 0.261, -0.653, -0.518, 0.245, 0.221, 0.198, 0.219, 0.217, 0.237],
  "multiplicity": 5,
  "total_energy_ev": -23092.0582,
  "orbital_gap_ev": [6.203, 6.023],
  "total_charge": 1
}


Record 4
{
  "formula": "C8H14OSi",
  "method": "ωB97M-V/def2-TZVPD",
  "symbols": ["C", "O", "Si", "C", "C", "C", "C", "C", "C", "C", "H", "H", "H", "H", "H", "H", "H", "H", "H", "H", "H", "H", "H", "H"],
  "coordinates": [[-0.2758, 0.7275, 2.5096], [1.1001, 0.4342, 2.3878], [2.0573, 0.5901, 1.0807], [1.3764, -0.6338, -0.4588], [0.7680, -1.8441, 0.1561], [-0.5646, -1.7873, -0.0147], [-0.9991, -0.6995, -0.8114], [-2.4391, -0.4642, -1.2681], [0.1508, -0.0332, -1.1663], [0.3234, 1.3172, -1.8726], [-0.8985, -0.0786, 1.8329], [-0.4308, 1.7162, 2.0541], [-0.5358, 0.5484, 3.6857], [3.3875, 0.3033, 1.6351], [1.8933, 1.9827, 0.6648], [2.0617, -0.7763, -1.1969], [1.3251, -2.5008, 0.7804], [-1.2831, -2.5699, 0.4939], [-2.9776, -0.1861, -0.3296], [-2.7920, -1.3209, -1.6984], [-2.3646, 0.3477, -2.1162], [0.2243, 1.0339, -2.9749], [1.2450, 1.8452, -1.7881], [-0.3517, 2.0483, -1.5851]],
  "forces_ev_per_a": [[-1.251, -2.628, 0.284], [0.022, -0.506, 0.518], [-1.257, -1.060, -1.219], [-2.946, 1.375, 2.310], [0.183, 0.788, 0.144], [-1.394, -3.498, 2.231], [0.960, 1.099, -1.760], [2.700, 3.656, 0.572], [0.394, 1.961, 1.715], [0.010, -3.000, -2.444], [1.301, 1.988, 1.895], [-0.516, -0.034, 0.760], [0.279, 0.944, -3.069], [0.152, -0.168, -0.377], [0.236, 0.339, -0.395], [2.629, -0.584, -1.844], [0.119, -0.663, 0.256], [1.383, 1.644, -1.188], [-0.206, 0.089, -1.179], [-1.242, -2.268, -0.935], [-0.699, -1.252, 1.953], [-0.105, 1.026, 1.080], [1.211, -0.367, 0.360], [-1.963, 1.117, 0.333]],
  "nbo_charge": [-0.252, -0.916, 1.438, -0.633, -0.212, -0.235, -0.076, -0.623, 0.040, -0.658, 0.185, 0.179, 0.199, -0.188, -0.228, 0.246, 0.213, 0.212, 0.222, 0.215, 0.218, 0.217, 0.220, 0.218],
  "multiplicity": 1,
  "smiles": "CO[SiH2][C@H]1C=CC(C)=C1C",
  "total_energy_ev": -18446.2643,
  "orbital_gap_ev": 8.905
}